1.
The following is a DFT calculation (the ωB97M-V functional and the def2-TZVPD basis) of C16H17NO4S2 in the gas phase.

Geometry as ORCA input:
```
! wB97M-V def2-TZVPD RIJCOSX def2/J DEFGRID3
* xyz 0 1
C -4.526 -0.049 -0.013
C -4.146 1.419 -0.149
O -2.747 1.570 -0.391
C -1.952 1.636 0.691
O -2.366 1.596 1.824
C -0.521 1.738 0.332
C 0.424 1.693 1.358
C 1.770 1.687 1.070
C 2.197 1.716 -0.259
N 3.547 1.547 -0.528
S 4.310 0.206 0.202
O 4.733 0.557 1.519
O 5.290 -0.211 -0.755
C 2.935 -0.932 0.298
C 2.300 -1.292 -0.874
C 1.080 -1.940 -0.825
C 0.497 -2.216 0.409
S -1.094 -2.934 0.595
C -1.812 -2.828 -1.071
C 1.181 -1.906 1.587
C 2.395 -1.255 1.530
C 1.256 1.839 -1.282
C -0.092 1.848 -0.988
H -5.595 -0.133 0.159
H -3.998 -0.492 0.827
H -4.270 -0.591 -0.921
H -4.408 1.963 0.764
H -4.639 1.876 -1.010
H 0.074 1.644 2.378
H 2.513 1.637 1.848
H 3.804 1.613 -1.503
H 2.761 -1.057 -1.821
H 0.588 -2.210 -1.745
H -2.850 -3.126 -0.958
H -1.308 -3.511 -1.747
H -1.755 -1.802 -1.424
H 0.730 -2.152 2.535
H 2.925 -0.969 2.424
H 1.590 1.903 -2.307
H -0.820 1.917 -1.780
*
```

Results
LUMO level (eV): 0.221
E (a.u.): -1771.9994
Energy above the lowest of the compared OMol25 structures with the same formula, charge and spin (kcal per mole): 0.7
HOMO level (Eh): -0.31841
Structure (SMILES): CCOC(=O)c1ccc(NS(=O)(=O)c2ccc(SC)cc2)cc1
HOMO-LUMO gap (eV): 8.9

2.
The following is a DFT calculation (the ωB97M-V functional and the def2-TZVPD basis) of a molecular structure, C16H18AlN3O7SSi.

Geometry as ORCA input:
```
! wB97M-V def2-TZVPD RIJCOSX def2/J DEFGRID3
* xyz -1 2
Al 0.487 -1.046 0.916
N -2.572 -2.674 2.460
C -1.370 -2.176 2.323
O -0.676 -2.444 1.290
C -0.776 -1.237 3.362
C 0.500 -0.555 2.830
H -3.114 -3.077 1.609
H -3.099 -2.401 3.274
H -0.607 -1.827 4.268
H -1.552 -0.510 3.615
H 1.384 -0.953 3.332
H 0.474 0.516 3.032
O -0.927 1.815 -1.205
C -1.291 0.748 -0.766
O -0.521 -0.064 -0.086
C -2.694 0.233 -0.970
C -3.049 -1.043 -0.569
C -4.390 -1.460 -0.621
C -5.363 -0.592 -1.142
C -4.952 0.654 -1.565
C -3.646 1.109 -1.489
N -5.978 1.570 -2.112
O -7.108 1.146 -2.259
O -5.621 2.680 -2.462
N -4.768 -2.700 -0.132
O -3.848 -3.506 0.327
O -5.988 -3.031 -0.143
H -2.305 -1.736 -0.209
H -6.392 -0.906 -1.198
H -3.369 2.104 -1.800
S 2.382 -3.222 -0.387
C 2.146 -1.650 -0.014
C 6.604 0.886 -1.724
Si 5.102 1.585 -0.858
C 5.600 2.362 0.768
C 4.234 2.824 -1.950
C 3.928 0.221 -0.499
C 3.127 -0.672 -0.314
H 7.327 1.675 -1.946
H 6.320 0.409 -2.664
H 7.096 0.135 -1.104
H 6.359 3.133 0.614
H 6.009 1.614 1.449
H 4.739 2.824 1.254
H 4.917 3.625 -2.246
H 3.382 3.269 -1.434
H 3.857 2.346 -2.856
*
```

Results
LUMO level (spin up / spin down) (eV): 1.435 / 1.435
⟨S²⟩: 0.7735
E (a.u.): -2241.5947
Energy above the lowest of the compared OMol25 structures with the same formula, charge and spin (kcal per mole): 0.6
HOMO level (spin up / spin down) (Eh): -0.12649 / -0.21669
HOMO-LUMO gap (spin up / spin down) (eV): 4.9 / 7.3

3.
The following is a DFT calculation (the ωB97M-V functional and the def2-TZVPD basis) of a molecular structure, C16H18B2CdN6O2.

Geometry as ORCA input:
```
! wB97M-V def2-TZVPD RIJCOSX def2/J DEFGRID3
* xyz 0 1
H -0.157 2.887 1.051
N 0.171 1.623 -0.615
B 0.658 0.688 -2.922
N 0.650 1.847 -1.886
C 0.931 3.156 -2.029
Cd -1.438 -0.615 0.085
H 1.276 3.542 -2.985
C 0.622 3.799 -0.842
H 0.687 4.850 -0.625
C 0.155 2.803 0.026
H 1.008 1.067 -3.996
C -1.329 -2.699 0.253
H -1.603 -3.159 1.233
H -0.237 -2.810 0.108
H -1.856 -3.282 -0.521
N -0.795 0.075 -2.995
N 1.572 -0.409 -2.350
N -1.552 -0.438 -1.917
N 1.227 -1.030 -1.177
C -1.512 -0.027 -4.125
C 2.737 -0.898 -2.820
H -1.042 0.283 -5.048
H 3.160 -0.533 -3.740
C -2.740 -0.619 -3.837
C 3.145 -1.908 -1.958
C -2.728 -0.871 -2.455
C 2.165 -1.953 -0.947
H -3.519 -0.901 -4.529
H 4.002 -2.533 -2.055
H -3.488 -1.319 -1.808
H 2.130 -2.617 -0.102
H -1.521 1.240 0.141
O -0.037 -1.271 2.865
B -0.403 -0.182 2.037
O -0.052 0.997 2.759
C 0.449 0.627 3.976
C 0.501 1.400 5.126
C 0.472 0.723 6.360
C 0.476 -0.672 6.421
C 0.514 -1.451 5.250
C 0.458 -0.780 4.041
H 0.472 2.490 5.077
H 0.453 1.302 7.290
H 0.458 -1.173 7.394
H 0.490 -2.541 5.285
*
```

Results
LUMO level (spin up / spin down) (eV): -1.545 / -1.598
E (a.u.): -1316.8864
Energy above the lowest of the compared OMol25 structures with the same formula, charge and spin (kcal per mole): 108.9
HOMO level (spin up / spin down) (Eh): -0.30017 / -0.29971
HOMO-LUMO gap (spin up / spin down) (eV): 6.6 / 6.6

4.
The following is a DFT calculation (the ωB97M-V functional and the def2-TZVPD basis) of C16H18F3N3OS2 in the gas phase.

Geometry as ORCA input:
```
! wB97M-V def2-TZVPD RIJCOSX def2/J DEFGRID3
* xyz 0 1
C 5.478 -4.035 -0.430
C 4.368 -3.115 -0.801
S 4.679 -1.849 -1.975
C 3.049 -1.294 -1.843
N 2.561 -0.265 -2.520
C 1.299 0.006 -2.284
N 0.492 -0.636 -1.453
C 0.980 -1.658 -0.766
S -0.125 -2.440 0.339
C -1.507 -1.277 0.178
C -1.013 0.110 0.574
O -0.058 0.254 1.308
N -1.692 1.165 0.063
C -2.975 1.148 -0.599
C -4.034 1.779 0.310
C -3.629 3.202 0.682
C -2.237 3.190 1.320
C -1.781 4.610 1.612
F -0.574 4.658 2.188
F -2.624 5.249 2.440
F -1.704 5.362 0.502
C -1.235 2.499 0.381
C 2.311 -2.072 -0.923
C 3.091 -3.114 -0.335
C 2.551 -4.069 0.676
H 6.373 -3.787 -0.994
H 5.704 -3.954 0.633
H 5.208 -5.069 -0.644
H 0.866 0.837 -2.822
H -2.278 -1.628 0.863
H -1.850 -1.321 -0.853
H -3.266 0.132 -0.855
H -2.894 1.729 -1.525
H -4.997 1.787 -0.201
H -4.133 1.178 1.216
H -4.354 3.636 1.373
H -3.605 3.823 -0.218
H -2.262 2.658 2.277
H -0.255 2.415 0.856
H -1.143 3.075 -0.546
H 3.306 -4.795 0.963
H 1.687 -4.595 0.273
H 2.224 -3.528 1.562
*
```

Results
LUMO level (eV): 0.507
E (a.u.): -1956.0517
HOMO level (Eh): -0.29897
Structure (SMILES): Cc1sc2ncnc(SCC(=O)N3CCC[C@H](C(F)(F)F)C3)c2c1C
HOMO-LUMO gap (eV): 8.6

5.
The following is a DFT calculation (the ωB97M-V functional and the def2-TZVPD basis) of 2 unconnected molecules or ions with the total composition C16H18F3NO3.

Geometry as ORCA input:
```
! wB97M-V def2-TZVPD RIJCOSX def2/J DEFGRID3
* xyz 0 1
C 2.693 2.024 -0.932
C 1.286 2.392 -0.765
C 0.836 3.014 0.443
O 1.548 3.084 1.451
C -0.581 3.602 0.420
C -0.927 4.070 -0.966
O -0.698 3.050 -1.997
C 0.372 2.221 -1.895
O 0.550 1.355 -2.745
H 2.826 1.620 -1.938
H 3.351 2.896 -0.793
H 2.991 1.279 -0.187
H -1.299 2.847 0.780
H -0.607 4.451 1.111
H -1.990 4.292 -1.072
H -0.342 4.971 -1.206
C 3.220 -1.374 -0.879
N 1.817 -1.687 -0.595
C 1.291 -2.892 -1.241
C 1.114 -0.940 0.231
C -0.194 -1.316 0.721
C -0.497 -2.633 1.156
C -1.790 -2.984 1.508
C -2.792 -2.017 1.509
C -4.193 -2.416 1.883
F -4.884 -1.384 2.452
F -4.919 -2.829 0.791
F -4.203 -3.452 2.776
C -2.517 -0.699 1.155
C -1.230 -0.355 0.765
H 3.617 -2.171 -1.511
H 3.305 -0.412 -1.396
H 3.799 -1.326 0.054
H 1.984 -3.132 -2.053
H 1.270 -3.741 -0.545
H 0.282 -2.728 -1.640
H 1.561 0.008 0.560
H 0.286 -3.388 1.204
H -2.025 -4.011 1.777
H -3.305 0.048 1.169
H -1.007 0.661 0.441
*
```

Results
LUMO level (eV): -1.927
E (a.u.): -1200.5014
Energy above the lowest of the compared OMol25 structures with the same formula, charge and spin (kcal per mole): 55.6
HOMO level (Eh): -0.23606
HOMO-LUMO gap (eV): 4.5

6.
The following is a DFT calculation (the ωB97M-V functional and the def2-TZVPD basis) of C16H18FNO4S2 in the gas phase.

Geometry as ORCA input:
```
! wB97M-V def2-TZVPD RIJCOSX def2/J DEFGRID3
* xyz 0 1
C -2.991 -3.410 -0.284
C -2.804 -2.238 0.668
O -1.446 -2.141 1.111
C -0.579 -1.513 0.319
O -0.874 -0.972 -0.717
C 0.815 -1.562 0.896
C 1.299 -0.175 1.362
N 1.221 0.850 0.361
C 1.901 0.685 -0.906
C 3.366 0.476 -0.705
C 4.281 1.392 -0.286
C 5.580 0.853 -0.145
C 5.633 -0.467 -0.452
S 4.096 -1.082 -0.917
S 0.322 2.207 0.634
O 0.239 2.394 2.053
O 0.865 3.255 -0.180
C -1.325 1.834 0.032
C -1.573 1.850 -1.326
C -2.837 1.539 -1.792
C -3.822 1.227 -0.871
F -5.055 0.914 -1.314
C -3.587 1.221 0.495
C -2.314 1.527 0.945
H -2.403 -3.252 -1.185
H -2.674 -4.336 0.188
H -4.039 -3.490 -0.558
H -3.084 -1.301 0.177
H -3.389 -2.373 1.580
H 0.828 -2.242 1.746
H 1.491 -1.934 0.124
H 2.337 -0.280 1.704
H 0.699 0.181 2.200
H 1.458 -0.142 -1.473
H 1.738 1.621 -1.443
H 4.023 2.417 -0.091
H 6.434 1.426 0.168
H 6.479 -1.124 -0.440
H -0.778 2.111 -2.005
H -3.067 1.532 -2.846
H -4.387 0.980 1.177
H -2.076 1.540 1.996
*
```

Results
LUMO level (eV): 0.598
E (a.u.): -1872.4490
Energy above the lowest of the compared OMol25 structures with the same formula, charge and spin (kcal per mole): 0.0
HOMO level (Eh): -0.32983
Structure (SMILES): CCOC(=O)CCN(Cc1cccs1)S(=O)(=O)c1ccc(F)cc1
HOMO-LUMO gap (eV): 9.6